one.
# C4H14N2O

A cluster of 2 separate species, C4H14N2O in total (ωB97M-V/def2-TZVPD, OMol25).

Kohn-Sham gap: 10.167 eV

ORCA input file:
```
! RIJCOSX wB97M-V def2-TZVPD def2/J DEFGRID3
* xyz 0 1
C -0.4699 -1.7620 -0.0407
C -0.8227 -0.7553 -1.1831
C -2.0505 0.0254 -1.0521
N -1.7378 1.2067 -0.2714
C 0.2709 -1.0829 1.2538
N 0.9982 0.2808 0.9014
H -1.4324 -2.2023 0.1680
H 0.1764 -2.4562 -0.4721
H 0.0633 -0.2245 -1.5199
H -1.0378 -1.4004 -2.0925
H -2.4524 0.1261 -2.0278
H -2.8383 -0.6360 -0.4875
H -2.3702 1.3272 0.5629
H -1.6108 1.8984 -0.9062
H 1.0178 -1.8103 1.6971
H -0.5133 -0.6243 1.9181
H 1.1463 0.7511 1.7986
H 0.1929 0.8561 0.5274
H 4.1424 1.3955 0.5888
H 2.8103 0.8608 0.4775
O 3.2896 1.6470 0.1863
*
```

Quick look at the Löwdin charges, all values in e: -0.16 -0.27 -0.32 0.01 -0.17 -0.06 0.09 0.07 0.11 0.12 0.09 0.15 0.11 0.03 0.10 0.09 0.06 0.04 0.03 -0.04 -0.11

two.
# C4H14N2O

A cluster of 3 separate species, C4H14N2O in total (ωB97M-V/def2-TZVPD, OMol25).

Kohn-Sham gap: 3.777 eV

ORCA input file:
```
! RIJCOSX wB97M-V def2-TZVPD def2/J DEFGRID3
* xyz 0 1
N 1.3040 -0.5931 -1.7525
C 2.4724 0.2065 0.9152
C 1.0065 0.1984 1.3059
C 0.1442 0.7213 0.1979
C -1.2709 0.0976 0.1288
N -2.1502 0.8917 -0.6671
H 0.7567 0.3063 -0.8102
H 1.5149 -0.2742 -2.6130
H 2.8608 1.1733 0.7601
H 2.5772 -0.3611 -0.1127
H 3.0294 -0.2968 1.6286
H 0.6443 -0.8655 1.4388
H 0.8558 0.7193 2.2833
H 0.0638 1.7746 0.0456
H -1.8038 0.1809 1.0922
H -1.2247 -1.0487 -0.1814
H -3.0724 0.4501 -0.6799
H -1.8470 0.7122 -1.6865
H -4.2810 -1.5958 0.2175
H 1.9378 -1.3451 -1.5945
O -3.5176 -1.0522 0.0839
*
```

Quick look at the Löwdin charges, all values in e: 0.10 -0.10 -0.24 -0.14 -0.32 -0.03 0.09 -0.03 0.06 0.08 0.05 0.14 0.14 0.12 0.15 0.17 0.02 0.12 -0.07 0.01 -0.30

Least stable: two

one.
# C4H14N2O

A cluster of 2 separate species, C4H14N2O in total (ωB97M-V/def2-TZVPD, OMol25).

Kohn-Sham gap: 9.261 eV

ORCA input file:
```
! RIJCOSX wB97M-V def2-TZVPD def2/J DEFGRID3
* xyz 0 1
N -0.9035 1.2639 0.8011
C -0.0062 0.1228 0.8299
C 0.1257 -0.4964 2.2198
C 1.2885 0.4285 0.1092
N 1.1097 0.3696 -1.3247
C 2.3517 0.2283 -2.0774
H -1.8898 1.1288 0.9744
H -0.5885 2.0830 1.3025
H -0.5846 -0.6510 0.3454
H 0.3673 -1.5583 2.1869
H -0.8296 -0.4755 2.7527
H 0.8743 -0.0565 2.8756
H 2.0688 -0.2578 0.4197
H 1.5432 1.4599 0.4177
H 0.5805 1.1688 -1.6380
H 2.8818 -0.6551 -1.7200
H 2.1046 0.0952 -3.1349
H 3.0223 1.0951 -1.9942
H -5.0203 -1.3613 -0.7093
H -3.8093 -1.8062 -1.4415
O -4.6868 -2.1257 -1.1950
*
```

Quick look at the Löwdin charges, all values in e: 0.02 -0.47 -0.08 -0.23 -0.13 -0.14 0.07 0.07 0.12 0.07 0.07 0.07 0.12 0.12 0.10 0.07 0.07 0.07 0.03 0.03 -0.06

two.
# C4H14N2O

A cluster of 2 separate species, C4H14N2O in total (ωB97M-V/def2-TZVPD, OMol25).

Kohn-Sham gap: 9.497 eV

ORCA input file:
```
! RIJCOSX wB97M-V def2-TZVPD def2/J DEFGRID3
* xyz 0 1
C -0.4272 0.1175 0.1629
C 0.9805 0.3801 0.7585
C 1.4204 1.8308 0.7184
N 1.3132 2.3869 -0.6057
C -0.3739 -0.6899 -1.1212
N -1.7038 -0.6619 -1.7876
H -0.8649 1.0754 -0.1097
H -1.0026 -0.4007 0.9282
H 1.7140 -0.2355 0.2268
H 1.0656 -0.0560 1.7625
H 2.4604 1.8433 1.0400
H 0.8227 2.3950 1.4333
H 0.9530 3.3176 -0.6781
H 1.3785 1.7957 -1.4077
H 0.3120 -0.2371 -1.8334
H -0.0082 -1.7127 -0.9837
H -1.8097 -1.4492 -2.4163
H -2.4326 -0.6815 -1.0882
H -1.0396 -2.6872 0.9846
H -1.7883 -3.0865 2.2495
O -0.9697 -3.2441 1.7668
*
```

Quick look at the Löwdin charges, all values in e: -0.22 -0.21 -0.30 0.00 -0.30 -0.01 0.11 0.09 0.11 0.11 0.10 0.11 0.06 0.06 0.10 0.10 0.06 0.05 0.00 0.04 -0.05

Least stable: one

one.
# C5H10N

A cluster of 2 separate species, C5H10N in total (ωB97M-V/def2-TZVPD, OMol25).

Kohn-Sham gap (alpha / beta): 5.490 / 7.696 eV

ORCA input file:
```
! RIJCOSX wB97M-V def2-TZVPD def2/J DEFGRID3
* xyz 1 1
C -2.2359 0.1408 -0.2462
C -1.1506 -0.3503 0.1674
C 2.0470 -0.2328 -0.1770
C -3.6001 -0.4828 0.1100
C 2.5485 1.0944 0.0827
N 2.8140 -1.2754 -0.0021
H -2.2555 0.9416 -0.8775
H -0.3341 -0.8862 0.6298
H -3.6812 -1.0644 1.1222
H -3.8253 -1.0627 -0.6681
H -4.2987 0.2636 0.3004
H 2.3171 1.4459 1.1384
H 2.0865 1.7664 -0.6982
H 3.5810 1.0329 0.2105
H 3.8371 -1.0568 0.1503
H 2.3526 -2.1657 0.0292
*
```

Quick look at the Löwdin charges, all values in e: -0.12 0.31 -0.15 -0.01 -0.11 0.12 0.11 0.05 0.14 0.04 0.07 0.13 0.11 0.05 0.16 0.11

two.
# C5H10N

The ion C5H10N with charge +1 (ωB97M-V/def2-TZVPD, OMol25).

Kohn-Sham gap: 6.001 eV

ORCA input file:
```
! RIJCOSX wB97M-V def2-TZVPD def2/J DEFGRID3
* xyz 1 1
C 1.5108 -0.5707 0.7339
C 1.6593 0.4871 -0.4017
C 0.3521 0.5885 -1.1399
C -0.7611 0.9621 -0.4839
N -1.9548 0.2379 -0.4503
C -1.9431 -0.6087 0.7921
H 2.2764 -0.4991 1.5029
H 0.5021 -0.3619 1.1730
H 1.4659 -1.6173 0.3388
H 1.8776 1.4314 0.1000
H 2.5159 0.1933 -1.0410
H 0.2088 0.0245 -2.0668
H -0.6546 1.6484 0.3761
H -2.1380 -0.2281 -1.3458
H -2.6218 -0.1213 1.4986
H -2.2955 -1.5660 0.4140
*
```

Quick look at the Löwdin charges, all values in e: -0.06 -0.21 -0.04 -0.17 0.11 0.23 0.09 0.05 0.10 0.12 0.12 0.13 0.16 0.16 0.12 0.09

three.
# C5H10N

A cluster of 2 separate species, C5H10N in total (ωB97M-V/def2-TZVPD, OMol25).

Kohn-Sham gap: 11.514 eV

ORCA input file:
```
! RIJCOSX wB97M-V def2-TZVPD def2/J DEFGRID3
* xyz 1 1
C -1.7366 0.5729 -0.4007
C -1.9833 -0.3679 0.4890
C -0.7670 0.4308 0.7173
C 0.4257 -1.2997 -0.5333
C 1.3973 0.9006 -0.1371
N 0.6170 -0.1556 0.3815
H -1.8918 1.1773 -1.2255
H -2.6541 -1.1770 0.7895
H -0.6527 1.4976 1.6879
H -0.2544 -1.0201 -1.3571
H 1.4054 -1.4991 -0.9671
H 0.0024 -2.1185 -0.0625
H 1.6766 0.9571 -1.2161
H 0.9795 1.8650 0.1744
H 2.4445 0.8917 0.3591
H 0.9915 -0.6549 1.3007
*
```

Quick look at the Löwdin charges, all values in e: 0.05 0.03 -0.25 0.00 -0.07 -0.20 0.11 0.13 0.26 0.12 0.12 0.09 0.13 0.09 0.14 0.25

Least stable: one

one.
# C32H43BBrN9O2STa

A structure of composition C32H43BBrN9O2STa (ωB97M-V/def2-TZVPD, OMol25).

Kohn-Sham gap: 6.566 eV

ORCA input file:
```
! RIJCOSX wB97M-V def2-TZVPD def2/J DEFGRID3
* xyz 3 1
Ta 0.0800 0.4575 0.9447
C -4.0154 -1.9408 -0.5530
C -3.5774 -1.8194 0.9144
C -2.5781 -2.8848 1.3499
C -3.2830 -0.4040 1.3691
C -4.3219 0.4029 1.8341
C -3.7475 1.5684 2.2707
N -2.4273 1.4882 2.0787
N -2.1091 0.2726 1.4997
B -1.3606 2.4322 2.6023
N -0.6311 3.0183 1.2554
C -1.2883 4.2380 0.7351
C -1.0024 4.3140 -0.5469
C -0.0848 3.1361 -0.8283
N -0.6796 2.1264 0.0753
C 0.2048 2.7465 -2.2518
C 1.3958 1.7975 -2.3226
C -1.0644 2.2055 -2.9081
N -0.3887 1.6251 3.4856
C -0.1865 1.7633 4.8034
C 0.4231 0.6266 5.2829
C 0.5659 -0.2244 4.1918
N 0.0647 0.3906 3.0932
C 1.1596 -1.5973 4.1925
C 2.6687 -1.5442 3.9249
C 0.3588 -2.5295 3.2882
H -4.6140 -2.8440 -0.6641
H -4.6334 -1.0943 -0.8529
H -3.1778 -2.0176 -1.2428
H -4.4857 -2.0323 1.4834
H -1.6134 -2.8046 0.8497
H -2.4218 -2.8549 2.4273
H -2.9792 -3.8680 1.1038
H -5.3631 0.1330 1.8744
H -4.1803 2.4400 2.7354
H -1.7962 3.3558 3.2061
H -1.8114 4.8803 1.4235
H -1.2402 5.1063 -1.2399
H 0.4912 3.6738 -2.7561
H 1.2372 0.9090 -1.6986
H 1.5448 1.4552 -3.3452
H 2.3124 2.2794 -1.9883
H -1.4472 1.3450 -2.3550
H -1.8561 2.9546 -2.9324
H -0.8582 1.9145 -3.9381
H -0.5203 2.6513 5.3169
H 0.7066 0.4179 6.3005
H 1.0356 -1.9680 5.2121
H 2.9046 -1.0443 2.9859
H 3.1788 -0.9992 4.7181
H 3.0774 -2.5547 3.8989
H 0.1025 -2.0724 2.3239
H 0.9008 -3.4544 3.0874
H -0.5917 -2.7841 3.7538
N 1.3577 -1.8162 -2.4622
C 0.1336 -1.3320 -2.3857
S -0.7248 -1.0040 -0.8724
N -0.5938 -1.1564 -3.4652
C -0.2076 -1.5672 -4.7998
C 0.8760 -0.9656 -5.4251
C 1.2193 -1.3718 -6.7071
C 0.4748 -2.3532 -7.3470
C -0.6142 -2.9352 -6.7112
C -0.9621 -2.5477 -5.4261
H 1.8502 -2.1156 -1.6377
H 1.7204 -2.0897 -3.3698
H -1.5223 -0.7753 -3.3376
H 1.4310 -0.1739 -4.9369
H 2.0572 -0.9090 -7.2100
H 0.7398 -2.6615 -8.3489
H -1.1954 -3.6946 -7.2158
H -1.8064 -3.0006 -4.9221
C 1.5228 4.1483 2.1663
C 0.9450 3.1794 1.1894
O 1.1427 3.5232 -0.1253
O 1.3559 1.8501 1.3775
H 1.0476 5.1205 2.0383
H 2.5862 4.2632 1.9616
H 1.3953 3.7932 3.1864
Br 3.1951 -4.5422 0.4809
C 3.2573 -2.6729 0.4874
C 4.4647 -1.9799 0.4117
C 4.4227 -0.5982 0.4118
C 3.2080 0.0560 0.5125
N 2.0378 -0.6090 0.6000
C 2.0792 -1.9639 0.5700
H 5.4036 -2.5154 0.3509
H 5.3301 -0.0142 0.3439
H 3.1576 1.1325 0.5380
H 1.1376 -2.4896 0.6102
*
```

Quick look at the Löwdin charges, all values in e: 1.78 -0.05 -0.36 -0.07 -0.21 0.04 0.01 -0.03 -0.04 -0.47 -0.04 0.04 0.12 -0.39 -0.05 -0.31 -0.03 -0.03 -0.02 0.01 0.06 -0.20 -0.05 -0.33 -0.02 -0.04 0.10 0.09 0.02 0.14 0.01 0.08 0.10 0.14 0.15 0.14 0.15 0.15 0.17 0.02 0.08 0.10 0.04 0.10 0.09 0.15 0.14 0.15 0.05 0.10 0.10 0.01 0.10 0.09 0.21 -0.67 0.76 0.09 -0.24 -0.04 -0.04 -0.03 -0.03 0.00 0.08 0.14 0.14 0.10 0.12 0.13 0.13 0.13 0.09 -0.53 0.06 -0.24 0.12 0.12 0.10 0.90 -0.68 -0.02 0.02 -0.09 -0.10 -0.27 0.14 0.14 0.12 0.07

two.
# C32H43BBrN9O2STa

A structure of composition C32H43BBrN9O2STa (ωB97M-V/def2-TZVPD, OMol25).

Kohn-Sham gap: 6.616 eV

ORCA input file:
```
! RIJCOSX wB97M-V def2-TZVPD def2/J DEFGRID3
* xyz 3 1
Ta 0.0734 -0.7365 0.7287
C 2.6448 3.1430 -0.4642
C 3.2000 2.3160 0.6981
C 2.6459 2.7520 2.0528
C 3.2531 0.8100 0.5205
C 4.4935 0.2095 0.3102
C 4.2766 -1.1435 0.2702
N 2.9727 -1.3585 0.4488
N 2.2988 -0.1644 0.6139
B 2.3074 -2.6988 0.6734
N 1.2156 -2.8270 -0.5417
C 1.7628 -3.4319 -1.7723
C 0.9974 -3.0337 -2.7677
C -0.0987 -2.1928 -2.1355
N 0.6679 -1.5412 -1.0433
C -0.9572 -1.3244 -3.0085
C -2.0154 -0.6236 -2.1693
C -0.0901 -0.3846 -3.8427
N 1.6594 -2.6712 2.0602
C 1.9653 -3.4168 3.1277
C 1.4265 -2.8310 4.2556
C 0.7960 -1.6739 3.8226
N 0.9427 -1.5804 2.4759
C 0.0609 -0.6517 4.6262
C -1.3947 -1.0833 4.8411
C 0.2399 0.7270 4.0036
H 3.0890 4.1378 -0.4200
H 2.9334 2.7127 -1.4277
H 1.5700 3.2847 -0.4158
H 4.2635 2.5580 0.6944
H 1.5704 2.5705 2.1162
H 3.1435 2.2321 2.8717
H 2.8029 3.8217 2.1893
H 5.4347 0.7193 0.2003
H 4.9598 -1.9676 0.1421
H 3.0577 -3.6157 0.5933
H 2.5911 -4.1167 -1.6992
H 1.0347 -3.3414 -3.8012
H -1.4747 -2.0162 -3.6802
H -1.5642 -0.0703 -1.3295
H -2.5657 0.1084 -2.7589
H -2.7350 -1.3310 -1.7623
H 0.5620 0.2202 -3.2101
H 0.5473 -0.9332 -4.5353
H -0.7153 0.2809 -4.4366
H 2.5743 -4.3011 3.0233
H 1.5096 -3.1769 5.2719
H 0.5458 -0.6204 5.6047
H -1.9016 -1.2797 3.8945
H -1.4410 -1.9973 5.4315
H -1.9426 -0.3096 5.3792
H -0.0845 0.7512 2.9496
H -0.3514 1.4818 4.5220
H 1.2869 1.0282 4.0170
N -2.1980 2.9702 -0.8816
C -1.0040 2.4178 -0.9969
S -0.2827 1.7230 0.4510
N -0.3063 2.4793 -2.1068
C -0.6919 3.1970 -3.3004
C -1.8960 2.9177 -3.9334
C -2.2297 3.6257 -5.0794
C -1.3596 4.5827 -5.5845
C -0.1519 4.8372 -4.9483
C 0.1893 4.1457 -3.7957
H -2.6640 2.9824 0.0116
H -2.5751 3.5358 -1.6338
H 0.6482 2.1502 -2.0462
H -2.5573 2.1456 -3.5586
H -3.1644 3.4210 -5.5830
H -1.6221 5.1292 -6.4797
H 0.5247 5.5813 -5.3451
H 1.1228 4.3510 -3.2861
C -0.2464 -4.8648 0.1777
C -0.2250 -3.4311 -0.2372
O -0.8991 -3.1844 -1.4187
O -0.6685 -2.5460 0.7348
H 0.1126 -5.4900 -0.6384
H -1.2743 -5.1483 0.3994
H 0.3569 -5.0202 1.0699
Br -4.3868 2.0976 3.6181
C -3.9172 0.6297 2.5576
C -4.8420 -0.3453 2.2062
C -4.3988 -1.3949 1.4210
C -3.0757 -1.4578 1.0342
N -2.1665 -0.5152 1.3711
C -2.6155 0.5178 2.1187
H -5.8705 -0.2813 2.5366
H -5.0756 -2.1777 1.1082
H -2.7236 -2.2847 0.4406
H -1.9111 1.2845 2.3887
*
```

Quick look at the Löwdin charges, all values in e: 1.82 -0.07 -0.36 -0.06 -0.20 0.03 0.01 -0.03 -0.03 -0.48 -0.03 0.04 0.11 -0.39 -0.03 -0.30 -0.03 -0.02 -0.02 0.02 0.06 -0.20 -0.05 -0.33 -0.02 -0.04 0.10 0.09 0.01 0.14 0.01 0.09 0.10 0.13 0.15 0.15 0.15 0.15 0.17 0.02 0.09 0.09 0.07 0.10 0.09 0.15 0.14 0.16 0.06 0.10 0.10 -0.02 0.11 0.09 0.20 -0.69 0.75 0.10 -0.24 -0.05 -0.04 -0.03 -0.03 0.00 0.12 0.14 0.12 0.10 0.12 0.13 0.13 0.12 0.09 -0.54 0.06 -0.25 0.12 0.12 0.10 0.88 -0.67 -0.03 0.01 -0.10 -0.09 -0.26 0.13 0.14 0.11 0.04

Least stable: two